[1]
Entry from OMol25: one molecule with the formula C4H8O4 (ωB97M-V with the def2-TZVPD basis set).

Structure (XYZ):
```
16
Properties=species:S:1:pos:R:3:mulliken_charge:R:1
C 1.049 -0.564 0.131 0.331
C 0.479 -0.591 -1.206 -0.683
C -1.031 0.253 0.939 -1.187
C -0.795 0.292 -0.944 0.772
O 0.996 -1.656 0.869 -0.413
O 1.855 0.425 0.444 -0.389
O -0.352 1.638 -1.140 -0.530
O -1.878 -0.086 -1.424 -0.745
H 2.031 0.504 1.393 0.422
H 1.153 -1.496 1.812 0.391
H -1.169 2.144 -1.239 0.361
H 1.129 -0.141 -1.954 0.351
H 0.158 -1.592 -1.474 0.303
H -1.862 0.953 0.875 0.419
H -0.349 0.646 1.706 0.301
H -1.414 -0.729 1.213 0.295
```

Summary:
Energy relative to the best compared isomer or geometry (same formula, charge and spin), kcal per mole: 115.6
E_tot, eV: -12464.1469
2S+1: 1
Total charge: 0


[2]
Entry from OMol25: one molecule with the formula C2H3ClN4O2S (ωB97M-V with the def2-TZVPD basis set).

Structure (XYZ):
```
13
Properties=species:S:1:pos:R:3:mulliken_charge:R:1
C 0.716 -1.021 1.372 -0.709
N -0.302 -0.762 0.291 0.638
N -1.337 -1.569 0.280 -0.297
N -2.109 -1.133 -0.618 -0.510
N -1.646 -0.055 -1.256 -0.220
C -0.513 0.240 -0.696 0.384
S 0.590 1.530 -0.992 0.950
O 1.057 1.634 -2.313 -0.485
O 1.516 1.434 0.133 -0.536
Cl -0.606 3.150 -0.725 -0.135
H 1.652 -0.940 0.872 0.319
H 0.380 -2.146 1.471 0.326
H 0.603 -0.362 2.181 0.276
```

Summary:
SMILES: Cn1nnnc1S(=O)(=O)Cl
Energy relative to the best compared isomer or geometry (same formula, charge and spin), kcal per mole: 38.2
E_tot, eV: -35532.5952
2S+1: 1
Total charge: 0


[3]
Entry from OMol25: C20H23N3O4 as an isolated structure (ωB97M-V with the def2-TZVPD basis set).

Structure (XYZ):
```
50
Properties=species:S:1:pos:R:3:mulliken_charge:R:1
O 0.196 4.387 0.901 -0.702
C -0.201 3.179 0.971 0.796
N 0.732 2.156 1.011 0.218
H 0.448 1.318 1.039 0.234
C 2.020 2.709 1.061 -0.810
H 2.409 3.586 1.647 0.418
H 2.827 1.827 1.759 0.251
C 2.660 2.769 -0.519 -0.841
C 2.409 1.515 -1.263 0.823
C 1.266 1.294 -1.882 -1.486
C 1.080 0.003 -2.766 0.019
C 2.124 -0.879 -2.806 -0.964
C 2.586 -0.914 -1.250 -0.637
C 3.465 0.252 -1.059 -1.310
H 3.740 0.407 -0.077 0.712
H 4.349 0.498 -1.595 0.344
H 3.434 -1.803 -1.142 0.131
H 2.071 -1.219 -0.432 0.436
H 2.750 -0.766 -3.546 0.566
H 1.792 -2.002 -2.902 0.182
H 0.583 0.374 -3.704 0.402
H 0.272 -0.402 -2.087 -0.032
H 0.719 2.056 -2.043 1.114
H 3.946 2.854 -0.333 0.257
H 2.145 3.594 -1.170 0.282
C -1.615 2.771 0.981 -1.280
H -2.070 2.876 0.125 0.746
H -2.085 3.491 1.455 0.596
O -1.638 1.559 1.641 -0.547
C -1.605 1.366 2.936 0.680
O -1.474 2.282 3.522 -0.460
C -1.656 0.031 3.205 -1.336
N -2.018 -0.998 2.205 0.061
C -3.391 -1.291 2.247 0.351
N -3.837 -2.073 1.321 -0.627
C -2.895 -2.704 0.145 0.992
C -3.622 -3.369 -0.829 -0.658
C -2.521 -4.033 -1.542 -0.542
C -1.295 -3.558 -1.764 -0.609
C -0.625 -2.707 -0.821 -1.092
C -1.639 -2.298 0.384 -0.019
C -0.854 -1.303 1.322 0.404
O 0.060 -0.710 1.281 -0.465
H 0.195 -2.339 -0.672 1.146
H -0.646 -3.848 -2.615 0.347
H -3.223 -4.652 -2.422 0.205
H -4.635 -3.738 -0.546 0.377
H -4.106 -1.093 3.103 0.337
H -2.227 -0.204 4.029 0.792
H -0.400 -0.251 3.493 0.199
```

Summary:
Energy relative to the best compared isomer or geometry (same formula, charge and spin), kcal per mole: 437.3
E_tot, eV: -33757.9640
2S+1: 1
Total charge: 0


[4]
Entry from OMol25: C18H26K2N5O3 as an isolated structure (ωB97M-V with the def2-TZVPD basis set).

Structure (XYZ):
```
54
Properties=species:S:1:pos:R:3:mulliken_charge:R:1
K 4.573 -9.154 6.987 0.891
K 0.252 -6.030 7.618 0.884
C 2.365 -8.287 12.007 -0.428
O 2.128 -8.755 10.690 -0.828
H 3.404 -8.395 12.319 0.174
H 2.007 -7.270 12.169 0.142
H 1.904 -9.002 12.689 0.138
C 4.131 -12.648 14.690 -0.594
N 5.317 -11.899 15.174 0.810
O 6.209 -11.738 14.375 -0.514
O 5.467 -11.654 16.383 -0.507
H 4.395 -13.701 14.787 0.268
H 3.924 -12.390 13.651 0.288
H 3.276 -12.300 15.271 0.246
N 9.144 -7.528 13.289 0.038
C 10.392 -7.465 12.855 -0.372
C 10.693 -6.093 12.631 -0.495
C 9.537 -5.343 12.952 -0.442
C 8.609 -6.273 13.328 -0.411
H 8.621 -8.332 13.606 0.190
H 10.912 -8.409 12.787 0.385
H 11.639 -5.767 12.224 0.373
H 9.407 -4.278 13.072 0.371
H 7.685 -6.148 13.874 0.363
N 3.872 -0.545 14.086 0.025
C 2.583 -0.373 14.492 -0.667
C 2.102 -1.633 14.917 -0.425
C 3.138 -2.516 14.849 -0.502
C 4.237 -1.821 14.264 -0.315
H 4.444 0.220 13.758 0.208
H 2.140 0.612 14.518 0.387
H 1.116 -1.901 15.265 0.469
H 3.193 -3.555 15.139 0.393
H 5.256 -2.058 13.994 0.428
N -0.681 -3.449 11.567 0.079
C -1.740 -4.281 11.699 -0.548
C -2.458 -4.088 10.525 -0.328
C -1.901 -3.073 9.852 -0.592
C -0.744 -2.731 10.473 -0.376
H -0.053 -3.330 12.349 0.183
H -1.926 -4.915 12.553 0.361
H -3.366 -4.563 10.184 0.425
H -2.312 -2.667 8.939 0.412
H 0.085 -2.105 10.178 0.411
N 1.717 -10.849 20.418 -0.008
C 0.727 -11.600 19.791 -0.330
C 0.538 -11.153 18.518 -0.383
C 1.439 -10.081 18.362 -0.306
C 2.165 -9.901 19.534 -0.711
H 2.094 -10.948 21.349 0.200
H 0.319 -12.428 20.352 0.371
H -0.170 -11.593 17.833 0.390
H 1.403 -9.530 17.433 0.416
H 2.924 -9.181 19.804 0.364
```

Summary:
E_tot, eV: -65317.1937
2S+1: 1
Total charge: +1


Number 1: maximum force 0.495 eV Å⁻¹, HOMO -7.69 eV. Number 2: maximum force 4.768 eV Å⁻¹, HOMO -11.29 eV. Number 3: maximum force 19.637 eV Å⁻¹, HOMO -8.73 eV. Number 4: maximum force 3.917 eV Å⁻¹, HOMO -8.06 eV.